(1)
The following is a DFT calculation (wB97M-V/def2-TZVPD) of a 2-piece molecular cluster, C2H10N2 overall.

Calculated values
**Energy above the lowest of the compared OMol25 structures with the same formula, charge and spin**: 40.3 kJ/mol
**Structure (SMILES)**: CNC.N
**Frontier orbital gap**: 9.78 eV

Each line ends with the Mulliken charge.
Cartesian coordinates (Å):
N 2.40655 0.30253 0.23927  -0.6733
H 2.92126 1.12935 -0.05772  0.2177
H 1.42748 0.49809 0.07802  0.1737
H 2.70257 -0.42557 -0.39878  0.2363
C -0.86354 -0.51888 1.14978  -0.8763
N -1.00056 0.54365 0.16109  -0.4200
C -1.15847 0.01302 -1.17812  -0.7581
H -0.08613 -1.24546 0.86752  0.3242
H -1.79769 -1.06683 1.27347  0.2964
H -0.57221 -0.08998 2.10753  0.3097
H -0.33107 1.27399 0.32033  0.3256
H -1.29626 0.82296 -1.89156  0.2957
H -0.30496 -0.61951 -1.46381  0.2789
H -2.04697 -0.61739 -1.20703  0.2697

***

(2)
The following is a DFT calculation (wB97M-V/def2-TZVPD) of C2H10N2O2 as an isolated structure.

Calculated values
**Energy above the lowest of the compared OMol25 structures with the same formula, charge and spin**: 741.3 kJ/mol
**Frontier orbital gap**: 4.81 eV

Each line ends with the Mulliken charge.
Cartesian coordinates (Å):
C 0.76174 1.23745 0.62510  -0.7522
N 0.68422 -1.39424 -0.44392  -0.4390
C -0.49993 -0.78375 0.02148  -0.3090
N -0.47290 0.63112 -0.00633  -0.1755
H 1.47605 1.22159 -0.21372  0.3388
H 0.62999 2.12878 1.22591  0.3241
H 1.11844 0.41628 1.28620  0.3042
H 1.61866 -0.04565 -2.87073  0.2629
H -1.35721 -1.17396 -0.53666  0.3965
H -0.62571 -1.10360 1.09104  0.3985
H 0.50172 -2.32649 -0.80132  0.2555
H -1.25940 0.93630 0.60095  0.3635
O 1.84925 0.09119 -1.93899  -0.7555
H 1.17919 -0.62930 -1.22064  0.3829
H -3.24606 0.58694 1.54444  0.2167
O -2.35806 0.20734 1.63718  -0.8123

***

(3)
The following is a DFT calculation (wB97M-V/def2-TZVPD) of a 3-piece molecular cluster, C2H10N2O2 overall.

Calculated values
**Energy above the lowest of the compared OMol25 structures with the same formula, charge and spin**: 66.4 kJ/mol
**Structure (SMILES)**: [H]/N=C/NC.O.O
**Frontier orbital gap**: 9.35 eV

Each line ends with the Mulliken charge.
Cartesian coordinates (Å):
C -1.98077 0.30180 0.74113  -0.8425
N -1.14794 -0.86723 0.57615  -0.1445
C -0.45827 -1.04197 -0.58593  -0.1195
N 0.25564 -2.09310 -0.76436  -0.7337
H -2.86020 0.05498 1.32980  0.3392
H -1.40123 1.16194 1.08364  0.2573
H -2.38136 0.66665 -0.21589  0.2982
H -1.36298 -1.74348 1.02851  0.2875
H -0.44265 -0.12099 -1.17480  0.4044
H 0.42798 -2.23569 -1.74680  0.2504
H 1.99526 -0.37346 0.15535  0.3571
H 3.22774 0.27471 0.73596  0.3294
O 2.28692 0.18655 0.88104  -0.7009
H 1.54269 1.63158 -0.03976  0.3602
H 1.44282 2.21709 -1.37181  0.2818
O 0.85635 1.98061 -0.63223  -0.6245

***

(4)
The following is a DFT calculation (wB97M-V/def2-TZVPD) of a 3-piece molecular cluster, C2H10N2O2 overall.

Calculated values
**Energy above the lowest of the compared OMol25 structures with the same formula, charge and spin**: 229.3 kJ/mol
**Structure (SMILES)**: [H]/N=C/NC.O.O
**Frontier orbital gap**: 9.58 eV

Each line ends with the Mulliken charge.
Cartesian coordinates (Å):
C -0.55737 -1.47971 -0.59352  -0.8596
N -0.65577 -0.07002 -0.07891  -0.2342
C 0.60312 0.71976 0.07572  0.0902
N 0.53400 1.67391 0.95466  -0.6515
H -1.02569 -2.18556 0.09887  0.3316
H -1.10537 -1.47917 -1.57181  0.2932
H 0.53598 -1.81850 -0.90482  0.2585
H -1.31940 -0.00601 0.57855  0.2406
H 1.21434 0.32674 -0.79409  0.3169
H 1.07353 2.50823 0.90904  0.2181
H 0.58322 -0.30292 3.53309  0.3105
H 1.04523 -1.33562 2.16222  0.3314
O 0.36817 -1.02012 2.89810  -0.6584
H -0.93404 1.38342 -1.85463  0.3030
H -0.23078 1.81327 -3.10605  0.2736
O -0.12916 1.27231 -2.30641  -0.5638

***

(5)
The following is a DFT calculation (wB97M-V/def2-TZVPD) of a 3-piece molecular cluster, C2H10N2O2 overall.

Calculated values
**Energy above the lowest of the compared OMol25 structures with the same formula, charge and spin**: 116.9 kJ/mol
**Structure (SMILES)**: [H]/N=C/NC.O.O
**Frontier orbital gap**: 9.73 eV

Each line ends with the Mulliken charge.
Cartesian coordinates (Å):
C 2.38787 -0.42318 -0.19166  -0.7581
N 0.93412 0.01210 -0.15304  -0.1339
C 0.58062 1.05223 0.64742  0.0403
N -0.42830 1.05944 1.47593  -0.7193
H 2.60072 -1.36498 0.35961  0.2643
H 3.08478 0.30256 0.34963  0.2955
H 2.59592 -0.49067 -1.25099  0.2854
H 0.28052 -0.73908 -0.42285  0.1579
H 1.35890 1.83868 0.76117  0.3287
H -0.15437 1.48090 2.42801  0.1860
H -3.57666 -0.09043 0.84209  0.3267
H -2.03096 0.10432 0.84183  0.4233
O -2.75825 -0.36953 0.37981  -0.7296
H -1.88562 -0.77661 -1.26834  0.3654
H -1.61193 -0.47194 -2.72976  0.3191
O -1.37736 -1.12383 -2.06888  -0.6516

***

(6)
The following is a DFT calculation (wB97M-V/def2-TZVPD) of a 3-piece molecular cluster, C2H10N2O2 overall.

Calculated values
**2S+1**: 2
**Net charge**: +1
**Energy above the lowest of the compared OMol25 structures with the same formula, charge and spin**: 41.8 kJ/mol
**Frontier orbital gap (alpha / beta)**: 10.62 / 7.27 eV

Each line ends with the Löwdin spin population.
Cartesian coordinates (Å):
C -0.27469 0.87157 0.78542  0.3962
C 0.42918 -0.25028 1.12587  0.1437
N 1.75563 -0.29480 1.33658  0.3118
N -1.68230 0.86505 0.61071  0.0629
H 0.04456 1.89805 0.98433  0.0083
H -0.08708 -1.16115 1.44458  0.0073
H 2.35644 0.03220 0.57606  0.0099
H 2.07093 -1.13746 1.80161  0.0051
H -2.10447 1.33943 1.41140  0.0178
H -1.93607 1.44148 -0.19399  0.0134
H 1.01889 -0.33450 -2.11827  0.0000
H 1.03437 1.02731 -1.48461  0.0034
O 1.61648 0.34838 -1.80293  0.0152
H -1.10074 -1.39513 -0.78303  0.0017
H -1.97618 -1.44741 -2.04710  0.0001
O -1.16495 -1.80274 -1.64663  0.0032

***

(7)
The following is a DFT calculation (wB97M-V/def2-TZVPD) of a 3-piece molecular cluster, C2H10N2O3 overall.

Calculated values
**Energy above the lowest of the compared OMol25 structures with the same formula, charge and spin**: 396.2 kJ/mol
**Frontier orbital gap**: 9.70 eV

Each line ends with the Mulliken charge.
Cartesian coordinates (Å):
C -1.81083 0.10394 0.40522  0.1905
N 0.43305 1.51913 -0.69284  -0.5065
N -1.15072 -0.17272 1.53694  -0.3352
O -0.95734 1.28690 -0.85276  -0.5657
O -2.77616 1.01470 0.44238  -0.5622
H -2.26528 1.69213 -0.20465  0.4096
H -1.88632 -0.71823 -0.30536  0.3260
H 0.81240 1.64003 -1.63125  0.2122
H 0.54869 2.41593 -0.22064  0.2091
H -1.06471 0.58920 2.19558  0.2410
H -0.33249 -0.77656 1.45195  0.3138
C 1.87342 -1.74834 -0.48231  -0.6142
O 1.37610 -0.85299 0.49669  -0.5460
H 1.16871 0.01148 0.06424  0.4647
H 2.05260 -2.70754 0.00418  0.2392
H 2.82077 -1.39782 -0.90798  0.2596
H 1.15812 -1.89925 -1.29939  0.2642

***

(8)
The following is a DFT calculation (wB97M-V/def2-TZVPD) of a 4-piece molecular cluster, C2H10N2O3 overall.

Calculated values
**Energy above the lowest of the compared OMol25 structures with the same formula, charge and spin**: 968.0 kJ/mol
**Frontier orbital gap (alpha / beta)**: 6.08 / 7.15 eV

Each line ends with the Mulliken charge.
Cartesian coordinates (Å):
C 0.99212 0.80532 -0.65929  -0.5591
C 0.08680 0.86259 1.25247  -0.5378
N 0.21558 0.66576 -1.75747  -0.4252
N 1.17861 0.73699 2.12911  -0.4352
H -0.34276 1.46162 -2.03045  0.2187
H 1.89612 1.44637 2.08704  0.2153
H 1.42170 -0.21100 2.38051  0.1981
H -0.25305 -0.23798 -1.85929  0.2734
H 1.58661 -0.05897 -0.40324  0.3213
H 1.49854 1.76484 -0.57092  0.4068
H -0.82077 0.41286 1.63934  0.3600
H -0.18721 1.89420 1.04956  0.3352
O -0.98513 -2.22334 -1.25896  -0.2451
O -0.55495 -1.08820 0.08755  -0.4620
O -2.34137 -2.59434 -1.20958  -0.2710
H -2.80207 -1.85645 -1.64206  0.3277
H -0.58877 -1.78027 0.76569  0.2788

***

(9)
The following is a DFT calculation (wB97M-V/def2-TZVPD) of a 2-piece molecular cluster, C2H10N2O9P2S2 overall.

Calculated values
**Frontier orbital gap**: 9.50 eV

Each line ends with the Mulliken charge.
Cartesian coordinates (Å):
O 1.46090 -2.90687 3.73656  -0.5108
S 1.51058 -2.47384 2.22041  0.7050
O 0.15943 -1.42636 2.05936  -0.2302
C -0.86955 -2.29369 1.40877  -0.5362
P -2.30966 -1.27531 0.61449  0.9188
O -3.70185 -1.95202 0.99375  -0.6461
O -2.17523 0.36039 1.26350  -0.5265
O -2.12426 -1.17889 -1.14181  -0.4634
O 2.99379 -1.64780 2.07184  -0.2688
P 3.13087 -0.79094 0.56212  0.7384
O 3.08984 0.93580 0.91392  -0.4967
O 4.72780 -1.20190 -0.09388  -0.5164
S 1.84075 -1.31181 -0.80136  -0.3430
H -1.30713 -3.08978 2.18041  0.3239
H -0.33917 -2.84484 0.49632  0.3880
H -2.09107 0.96625 0.45883  0.4226
H -1.13942 -0.99816 -1.26518  0.2954
H 2.11348 1.11798 1.14491  0.3812
H 4.64468 -2.15122 -0.45265  0.3620
C -1.44315 2.60098 -1.86378  0.6896
O -2.01265 1.61077 -1.43289  -0.6382
N -1.61167 3.04735 -3.12157  -0.4491
N -0.59592 3.33428 -1.11940  -0.3464
H -1.15152 3.86051 -3.49439  0.1544
H -2.24142 2.52387 -3.71549  0.2317
H -0.44090 3.03262 -0.16635  0.1871
H -0.11754 4.15263 -1.45646  0.1736

***

(10)
The following is a DFT calculation (wB97M-V/def2-TZVPD) of a 3-piece molecular cluster, C2H10N2S overall.

Calculated values
**Energy above the lowest of the compared OMol25 structures with the same formula, charge and spin**: 350.9 kJ/mol
**Frontier orbital gap**: 7.00 eV

Each line ends with the Mulliken charge.
Cartesian coordinates (Å):
N 1.59142 0.41901 0.68237  -0.4861
C 0.25581 0.53315 1.19479  -0.8076
C -0.74310 -0.56235 0.69593  -0.1392
N -1.85368 0.03909 -0.01814  -0.6222
H 2.09481 -0.33057 1.16557  0.2347
H 1.54511 0.21790 -0.34752  0.1299
H 0.29471 1.18759 -1.42797  0.1436
H 0.26082 0.68097 2.30892  0.3014
H -0.16728 1.46104 0.84843  0.4185
H -0.14889 -1.24201 0.07586  0.1415
H -1.13714 -1.21728 1.48209  0.3619
H -1.59347 0.10465 -1.06546  0.2527
H -2.69771 -0.58592 0.00592  0.2446
S 0.73980 -0.66053 -2.32594  -0.3612
H 1.55880 -0.04475 -3.27485  0.1877

***

(11)
The following is a DFT calculation (wB97M-V/def2-TZVPD) of a 2-piece molecular cluster, C2H10N3 overall.

Calculated values
**Net charge**: +1
**Energy above the lowest of the compared OMol25 structures with the same formula, charge and spin**: 126.5 kJ/mol
**Frontier orbital gap**: 10.70 eV

Each line ends with the Mulliken charge.
Cartesian coordinates (Å):
C -0.47674 0.72395 -1.92321  -0.7255
N -1.41245 0.31142 -0.83973  -0.6515
H -0.25483 1.78375 -1.89670  0.3153
H -0.74123 0.39788 -2.92511  0.3306
H 0.45575 0.21470 -1.67133  0.1972
H -2.16685 0.99739 -0.78222  0.2688
H -1.93175 -0.47739 -1.22028  0.2608
H -0.59542 0.45612 0.50750  0.4361
N 1.41368 -1.47726 1.21774  -0.2588
C 0.72611 -0.53470 1.78639  0.1245
N 0.30263 0.55569 1.16303  -0.3841
H 1.88256 -2.17546 1.77727  0.2635
H 1.60994 -1.55923 0.22877  0.2430
H 0.79462 -0.61937 2.86968  0.3383
H 0.39400 1.40250 1.70822  0.2417

***

(12)
The following is a DFT calculation (wB97M-V/def2-TZVPD) of C2H10N3O as an isolated structure.

Calculated values
**Net charge**: +1
**Energy above the lowest of the compared OMol25 structures with the same formula, charge and spin**: 230.5 kJ/mol
**Frontier orbital gap**: 10.72 eV

Each line ends with the Mulliken charge.
Cartesian coordinates (Å):
C 0.37761 2.19444 -1.88827  -0.1627
C 1.19730 -0.42823 0.22437  0.1103
N 2.02976 -0.18599 -0.78290  -0.3447
N -1.39719 -0.64867 2.07973  -0.8721
N 0.04449 -1.05952 0.09521  -0.3709
O 0.26815 1.03486 -2.06519  -0.3844
H 1.18582 2.52085 -1.23135  0.2367
H -0.34599 2.83808 -2.37435  0.2937
H 1.26217 -0.00351 1.22323  0.3410
H 3.03567 0.10484 -0.57315  0.2796
H 1.63934 -0.49642 -1.68478  0.2733
H -1.17421 -1.24820 2.90349  0.3191
H -1.26925 0.30862 2.32969  0.3034
H -2.49772 -0.67500 2.11182  0.3306
H -0.67000 -1.01829 0.98544  0.4374
H -0.25518 -1.43696 -0.84257  0.2095

***

no.,largest force on an atom (eV Å⁻¹)
1,1.22
2,3.31
3,1.24
4,6.41
5,2.92
6,2.86
7,1.64
8,2.28
9,6.33
10,3.86
11,2.22
12,4.80